Below is a molecular structure, C12H39LiN6O12 at a distorted geometry, with properties calculated with ωB97M-V/def2-TZVPD.

Structure (XYZ):
```
70
Properties=species:S:1:pos:R:3
Li 19.834 28.090 -21.712
C 22.396 29.194 -22.006
O 21.694 28.347 -21.132
H 21.932 30.118 -22.415
H 23.177 29.747 -21.456
H 22.830 28.677 -22.870
C 22.140 30.646 -17.041
C 22.162 29.975 -15.682
O 22.468 28.584 -15.739
O 21.344 29.930 -18.000
H 23.117 30.640 -17.536
H 21.906 31.710 -16.951
H 21.233 30.016 -15.115
H 22.954 30.451 -15.092
H 23.419 28.474 -15.826
H 21.938 29.518 -18.635
C 24.027 32.709 -22.002
C 25.295 32.106 -22.654
O 26.348 33.032 -22.894
O 24.523 33.679 -21.013
H 23.380 31.882 -21.724
H 23.612 33.402 -22.742
H 24.973 31.804 -23.657
H 25.629 31.242 -22.072
H 26.858 32.656 -23.612
H 25.409 33.811 -21.370
C 23.602 24.911 -22.660
C 23.886 24.402 -24.073
O 25.083 23.633 -24.120
O 24.320 26.116 -22.443
H 23.953 24.201 -21.914
H 22.534 25.107 -22.527
H 23.854 25.267 -24.745
H 23.058 23.831 -24.506
H 25.026 22.985 -24.824
H 23.862 26.866 -22.832
C 24.654 27.444 -19.349
C 25.837 26.630 -18.782
O 25.786 26.496 -17.337
O 23.494 26.629 -19.548
H 24.871 27.829 -20.348
H 24.473 28.217 -18.591
H 26.689 27.306 -18.925
H 26.040 25.649 -19.194
H 25.752 27.407 -17.031
H 23.034 27.166 -20.220
C 18.854 30.456 -20.286
O 18.781 29.247 -20.561
N 18.220 30.981 -19.225
N 19.596 31.303 -21.040
H 17.935 30.268 -18.569
H 18.430 31.868 -18.807
H 20.289 30.972 -21.685
H 19.661 32.256 -20.728
C 20.537 26.142 -25.237
O 21.466 25.651 -25.887
N 19.367 25.491 -24.975
N 20.550 27.449 -24.945
H 19.143 24.578 -25.316
H 18.802 25.925 -24.270
H 21.326 28.021 -25.236
H 19.862 27.947 -24.412
C 24.278 29.657 -25.851
O 23.064 29.542 -25.963
N 24.919 30.849 -26.119
N 25.066 28.732 -25.253
H 25.833 30.836 -25.711
H 24.324 31.631 -26.312
H 24.677 27.857 -24.949
H 26.065 28.780 -25.334
```

Properties
- molecular weight (g/mol) = 466.4
- LUMO level (eV) = -0.53
- gap between HOMO and LUMO (eV) = 7.895